This record from the OMol25 dataset describes a molecular structure, C40H29BrF9N5O4PSTi at a distorted geometry. The level of theory is the ωB97M-V functional and the def2-TZVPD basis.

Calculated values
⟨S²⟩: 0.76
Energy above the lowest of the compared OMol25 structures with the same formula, charge and spin (kcal/mol): 12.9
LUMO (spin up / spin down) (eV): -0.960 / -1.098
Gap between HOMO and LUMO (spin up / spin down) (eV): 6.2 / 6.8
HOMO (spin up / spin down) (eV): -7.2 / -7.9
Multiplicity: 2

CARTESIAN COORDINATES (ANGSTROEM)
Ti: -0.4214 0.2642 -1.8954
Br: -2.9462 1.5817 0.5667
C: -1.9227 2.7011 -0.5726
C: -2.2561 4.0328 -0.5442
C: -1.5153 4.9507 -1.3070
C: -0.4840 4.4407 -2.0713
C: -0.2509 3.0740 -2.0981
N: -0.9569 2.1539 -1.3467
C: 0.7113 2.4595 -3.0415
O: 1.3686 3.1077 -3.8367
O: 0.7133 1.1615 -2.9506
H: -3.0870 4.3605 0.0622
H: -1.7421 6.0046 -1.2815
H: 0.1498 5.0588 -2.6883
N: -1.2972 -0.1300 -4.0346
C: -2.7357 -0.0970 -4.3444
C: -3.4831 0.5282 -3.1600
C: -3.1990 -0.4209 -1.9841
O: -3.9450 -1.3252 -1.6880
O: -2.0550 -0.2046 -1.4226
H: -0.8068 0.6213 -4.5236
H: -0.8734 -1.0089 -4.3344
H: -3.1055 -1.1197 -4.4797
H: -2.9348 0.4684 -5.2664
H: -4.5512 0.5898 -3.3607
H: -3.0747 1.5233 -2.9510
N: -1.1669 -2.5934 -1.3411
C: -0.5984 -3.5185 -2.1686
C: -1.1093 -4.7898 -2.3454
C: -0.4185 -5.7330 -3.1081
C: 0.7846 -5.4264 -3.6885
C: 1.2945 -4.1162 -3.6074
C: 2.5056 -3.7150 -4.2097
C: 2.8638 -2.3953 -4.1738
C: 1.9986 -1.4713 -3.5660
N: 0.8945 -1.8081 -2.9327
C: 0.5614 -3.1244 -2.9015
H: -0.5461 -1.9444 -0.8687
H: -2.0237 -2.8327 -0.8655
H: -2.0342 -5.0593 -1.8578
H: -0.8264 -6.7281 -3.1992
H: 1.3481 -6.1729 -4.2258
H: 3.1206 -4.4527 -4.7048
H: 3.7799 -2.0476 -4.6245
H: 2.2223 -0.4129 -3.6099
F: -2.1504 -1.3568 7.7469
C: -2.8971 -0.5719 6.9480
F: -4.0917 -1.1674 6.8517
F: -3.1008 0.5649 7.6374
C: -2.2390 -0.3312 5.6200
C: -2.8363 -0.7727 4.4500
C: -2.2145 -0.5283 3.2408
C: -0.9999 0.1417 3.1949
C: -0.4033 0.5719 4.3757
C: -1.0233 0.3435 5.5867
P: -0.2013 0.3103 1.5404
C: 1.2182 -0.7760 1.9792
C: 2.4834 -0.3659 2.3715
C: 3.5102 -1.2897 2.4773
C: 3.2663 -2.6245 2.1950
C: 1.9873 -3.0572 1.8644
C: 0.9708 -2.1323 1.7683
C: 4.3956 -3.6107 2.1295
F: 4.0457 -4.8376 2.5513
F: 5.4656 -3.2545 2.8503
F: 4.8349 -3.7788 0.8660
C: 0.4346 2.0273 1.6694
C: 1.5034 2.4682 0.8886
C: 1.8025 3.8140 0.7926
C: 1.0158 4.7486 1.4517
C: -0.0505 4.3316 2.2344
C: -0.3266 2.9832 2.3480
C: 1.2734 6.2168 1.2747
F: 0.9494 6.9403 2.3577
F: 0.5412 6.7233 0.2588
F: 2.5491 6.5106 0.9979
H: -3.7781 -1.2949 4.4847
H: -2.6809 -0.8510 2.3215
H: 0.5446 1.0888 4.3456
H: -0.5736 0.6819 6.5074
H: 2.6849 0.6766 2.5670
H: 4.5074 -0.9761 2.7427
H: 1.8147 -4.1031 1.6617
H: -0.0274 -2.4538 1.4984
H: 2.1059 1.7653 0.3353
H: 2.6248 4.1472 0.1804
H: -0.6762 5.0559 2.7337
H: -1.1627 2.6801 2.9608
S: 3.7466 -0.5568 -0.8120
C: 2.1932 -0.3425 -0.7972
N: 1.0142 -0.1926 -0.6958